Here is a 2-piece molecular cluster, C5H8NO6 overall at a distorted geometry from the OMol25 dataset. Energies are from the ωB97M-V functional and the def2-TZVPD basis.

Each line ends with the Mulliken charge.
Element x y z (Å)
1 C 0.98266 1.41559 -0.98901  -0.418
2 O 1.80747 -2.17947 -2.23306  -0.082
3 O 1.20721 2.44764 -1.81127  -0.491
4 C -2.05215 -0.64455 -0.06435  -1.516
5 O 1.18842 -0.10508 1.52240  -0.307
6 H -2.45074 -0.48476 0.94518  0.285
7 O -0.79373 -0.17788 2.62162  -0.482
8 O 0.60681 -1.86402 -2.18049  0.046
9 H -1.08662 1.35226 -1.52543  0.219
10 H 1.07543 -1.42242 0.06952  0.305
11 C 0.34603 -0.91963 0.71948  -0.790
12 H -0.14751 -1.68453 1.33117  0.521
13 C -0.29334 0.87692 -0.92199  -0.202
14 H -2.66183 -0.08795 -0.78339  0.400
15 H 2.14992 2.69286 -1.77513  0.360
16 H 1.84357 1.07057 -0.40966  0.334
17 H -2.10813 -1.71085 -0.30736  0.296
18 N 0.29710 0.37051 2.59264  0.991
19 O 0.74350 1.23966 3.31627  -0.573
20 C -0.65403 -0.18487 -0.11715  1.104

Values from the calculation:
Expectation value of S²: 3.789
HOMO-LUMO gap (alpha / beta) (Ha): 0.2569 / 0.3162
Multiplicity: 4
LUMO (alpha / beta) (hartree): 0.00709 / -0.04190
ΔE to the lowest compared entry with this formula, charge and spin (kJ/mol): 4.2
HOMO (alpha / beta) (eV): -6.8 / -9.7
Total energy (eV): -19079.97603
Maximum force (hartree/bohr): 0.0646
Charge: 0